No. 1
Below is a molecular structure, C4H5O2Pd, with properties calculated with wB97M-V/def2-TZVPD.

Results
- 2S+1: 4
- Frontier orbital gap (spin up / spin down): 0.2192 / 0.2871 hartree

CARTESIAN COORDINATES (ANGSTROEM)
Pd  2.40  3.91  -0.47
O  -2.48  0.31  -0.25
O  1.42  3.84  1.56
C  -0.83  3.36  0.73
C  -1.51  2.06  0.75
C  -2.14  1.63  -0.57
C  0.27  3.62  1.43
H  -1.39  1.55  -1.39
H  -1.82  0.54  0.92
H  -2.90  2.41  -0.80
H  -2.14  2.01  1.65
H  -1.06  4.12  -0.02

natural (NBO) atomic charge list, values in e, 8 entries:
1 Pd 0.01
2 O -0.67
3 O -0.51
4 C -0.51
5 C -0.25
6 C -0.11
7 C 0.73
8 H 0.19

***

No. 2
Below is 2 unconnected molecules or ions with the total composition C3H12N2, with properties calculated with wB97M-V/def2-TZVPD.

Results
- 2S+1: 1
- Frontier orbital gap: 0.3573 hartree
- SMILES: CNC.CN

CARTESIAN COORDINATES (ANGSTROEM)
N  -0.78  1.70  -1.20
N  -0.50  -1.17  0.24
C  -0.84  -0.92  1.65
C  0.85  -1.73  0.17
C  0.54  2.33  -1.23
H  -0.75  -1.82  2.26
H  1.39  1.63  -1.23
H  0.93  -2.68  0.72
H  0.66  2.95  -2.13
H  1.20  -1.83  -0.86
H  -0.89  1.06  -1.98
H  1.54  -1.03  0.66
H  0.64  3.02  -0.40
H  -0.17  -0.15  2.04
H  -1.14  -1.91  -0.03
H  -0.82  1.13  -0.37
H  -1.87  -0.57  1.70

natural (NBO) atomic charge list, values in e, 8 entries:
1 N -0.83
2 N -0.62
3 C -0.42
4 C -0.42
5 C -0.41
6 H 0.17
7 H 0.16
8 H 0.17

***

No. 3
Below is a single C5H5FO3 molecule, with properties calculated with wB97M-V/def2-TZVPD.

Results
- 2S+1: 1
- Frontier orbital gap: 0.4221 hartree
- SMILES: C#C[C@H](F)OC(=O)OC

CARTESIAN COORDINATES (ANGSTROEM)
F  -0.98  -1.60  0.87
O  1.87  1.00  0.38
O  0.16  -0.12  -0.50
O  0.12  2.19  0.00
C  -3.30  0.72  -0.13
C  -2.31  0.04  -0.16
C  -1.11  -0.80  -0.23
C  2.50  -0.38  0.34
C  0.68  1.16  -0.03
H  -4.22  1.25  -0.28
H  2.05  -0.83  -0.53
H  -1.29  -1.48  -1.09
H  3.56  -0.12  0.24
H  2.29  -1.04  1.12

natural (NBO) atomic charge list, values in e, 8 entries:
1 F -0.33
2 O -0.49
3 O -0.61
4 O -0.56
5 C -0.13
6 C -0.11
7 C 0.44
8 C -0.25

***

No. 4
Below is a molecular structure, C15H15CeN2O6, with properties calculated with wB97M-V/def2-TZVPD.

Results
- 2S+1: 2
- Frontier orbital gap (spin up / spin down): 0.1936 / 0.1925 hartree
- Charge: +2

CARTESIAN COORDINATES (ANGSTROEM)
Ce  0.67  -0.76  1.33
O  0.40  -2.37  -1.86
O  -2.09  -0.20  -1.25
O  -3.07  -4.88  4.49
O  -0.85  2.33  0.20
O  1.17  2.32  -3.21
O  2.92  -0.11  1.29
N  -4.27  -4.07  2.70
N  -1.21  -1.12  2.62
C  -1.58  -0.82  4.96
C  -2.58  -2.68  3.77
C  -4.25  -6.54  2.46
C  -1.00  -0.40  3.76
C  -1.30  -0.39  -0.40
C  0.50  -1.65  -0.94
C  -3.33  -3.97  3.71
C  -0.14  1.40  0.25
C  -1.97  -2.26  2.60
C  -2.32  -2.00  4.98
C  -5.00  -2.85  2.24
C  -5.08  -5.31  2.74
C  -5.79  -2.15  3.32
C  2.23  0.50  0.45
C  0.66  1.32  -2.99
H  -1.41  -0.17  5.82
H  -5.50  -5.42  3.75
H  -3.80  -6.53  1.46
H  -3.47  -6.61  3.22
H  -4.89  -7.43  2.54
H  -5.16  -1.75  4.12
H  -2.06  -2.78  1.64
H  -5.90  -5.20  2.03
H  -2.74  -2.39  5.90
H  -0.37  0.51  3.69
H  -6.34  -1.31  2.88
H  -6.52  -2.84  3.76
H  -5.66  -3.20  1.43
H  2.38  1.27  -0.31
H  -4.26  -2.16  1.82

Mulliken atomic charge list, values in e, 8 entries:
1 Ce 1.09
2 O -0.11
3 O -0.12
4 O -0.62
5 O -0.15
6 O -0.15
7 O -0.44
8 N 0.20

***

No. 5
Below is a molecular structure, C29H30AsCaCl2N4S, with properties calculated with wB97M-V/def2-TZVPD.

Results
- 2S+1: 1
- Frontier orbital gap: 0.1914 hartree
- Charge: -1

CARTESIAN COORDINATES (ANGSTROEM)
As  -0.80  -0.96  0.68
Ca  0.34  0.31  -1.93
Cl  0.25  5.14  -0.36
Cl  -1.56  1.38  -3.94
S  0.17  -2.60  -1.92
N  2.63  -0.40  -0.84
N  4.78  -0.96  -0.09
N  4.06  1.27  -0.05
N  0.12  2.34  -1.58
C  5.62  -0.82  1.10
C  -1.53  -0.67  2.48
C  -3.71  1.46  -1.12
C  -0.52  -4.91  -0.63
C  -0.65  3.23  -2.13
C  -0.65  -0.84  3.55
C  -1.52  -5.04  1.56
C  -0.95  -2.89  0.61
C  3.76  -0.05  -0.36
C  4.61  -2.32  -0.55
C  2.94  2.21  -0.04
C  -2.37  3.95  -3.84
C  5.28  1.83  -0.61
C  -2.59  0.98  -0.44
C  -3.28  -1.28  -0.92
C  -1.48  -3.66  1.64
C  -4.60  0.58  -1.69
C  -2.41  5.26  -3.36
C  -4.38  -0.79  -1.60
C  -2.38  -0.40  -0.33
C  -1.55  3.02  -3.25
C  -1.04  -5.66  0.41
C  -2.84  -0.31  2.75
C  -1.58  5.58  -2.28
C  -0.47  -3.51  -0.57
C  -0.76  4.64  -1.71
C  -3.27  -0.14  4.06
C  -2.39  -0.32  5.12
C  -1.08  -0.68  4.86
H  -2.73  -0.19  6.14
H  5.57  2.71  -0.04
H  -3.54  -0.16  1.93
H  -4.30  0.15  4.25
H  2.48  -1.40  -0.83
H  6.68  -0.88  0.85
H  5.12  2.14  -1.65
H  -1.94  -5.63  2.37
H  5.39  -1.61  1.81
H  4.20  -2.33  -1.55
H  -3.84  2.53  -1.22
H  -5.08  -1.49  -2.06
H  -2.99  3.66  -4.68
H  2.05  1.74  0.39
H  5.59  -2.81  -0.57
H  5.42  0.14  1.57
H  -1.87  1.68  -0.03
H  3.95  -2.90  0.11
H  -0.38  -0.82  5.68
H  -3.10  -2.35  -0.86
H  -1.58  6.59  -1.88
H  -1.86  -3.18  2.53
H  -5.46  0.95  -2.24
H  -0.15  -5.39  -1.53
H  -3.05  6.00  -3.82
H  0.38  -1.11  3.35
H  2.64  2.56  -1.03
H  6.09  1.11  -0.58
H  3.22  3.07  0.57
H  -1.07  -6.75  0.33

natural (NBO) atomic charge list, values in e, 8 entries:
1 As 0.86
2 Ca 1.73
3 Cl -0.07
4 Cl -0.13
5 S -0.58
6 N -0.88
7 N -0.46
8 N -0.46

***

No. 6
Below is a single C21H31N5O3 molecule, with properties calculated with wB97M-V/def2-TZVPD.

Results
- 2S+1: 1
- Frontier orbital gap: 0.3540 hartree
- SMILES: CC[C@@H]1CC[C@@](O)(C(=O)NCCN(C(=O)c2ccnc3c2ncn3C)C(C)C)C1

CARTESIAN COORDINATES (ANGSTROEM)
O  -0.52  4.83  -1.10
O  -0.41  -2.78  -0.41
O  0.58  2.80  0.06
N  2.63  -4.70  3.83
N  1.73  -2.82  3.00
N  1.34  -1.40  -0.07
N  2.61  -6.08  1.84
N  -1.15  1.39  -0.22
C  1.67  -4.92  -0.05
C  -5.42  4.47  -3.45
C  -1.99  3.34  -2.32
C  -3.51  3.31  -2.13
C  3.20  -5.64  4.77
C  2.22  -3.42  4.05
C  1.81  -3.77  2.00
C  3.59  -0.92  -0.95
C  0.57  -0.31  -0.65
C  1.44  -3.75  0.66
C  2.75  -1.15  0.30
C  -0.56  2.59  -0.33
C  -0.45  0.25  0.34
C  -4.32  3.42  -3.45
C  -1.38  3.72  -0.95
C  0.72  -2.60  0.01
C  2.86  0.00  1.29
C  2.25  -6.03  0.56
C  2.37  -4.95  2.50
C  -3.72  4.39  -1.07
C  -2.61  4.09  -0.07
H  -4.71  4.37  -0.62
H  0.29  4.59  -0.63
H  -3.57  5.38  -1.50
H  -1.73  4.15  -3.00
H  2.30  -0.23  2.20
H  4.64  -0.81  -0.67
H  3.36  -5.12  5.72
H  3.51  -1.76  -1.64
H  -5.02  5.48  -3.30
H  -4.75  2.45  -3.69
H  -3.78  2.36  -1.65
H  -2.35  4.91  0.59
H  -3.62  3.65  -4.26
H  -2.90  3.24  0.55
H  -1.58  2.42  -2.74
H  3.30  0.00  -1.47
H  -5.94  4.47  -4.41
H  4.15  -6.02  4.40
H  1.25  0.49  -0.94
H  2.43  -6.93  -0.02
H  -2.07  1.26  -0.61
H  -1.17  -0.53  0.59
H  2.48  0.94  0.87
H  1.38  -4.98  -1.09
H  0.06  0.56  1.25
H  0.06  -0.67  -1.54
H  2.52  -6.47  4.93
H  2.31  -2.97  5.02
H  -6.16  4.29  -2.67
H  3.90  0.15  1.56
H  3.10  -2.05  0.78

natural (NBO) atomic charge list, values in e, 8 entries:
1 O -0.72
2 O -0.63
3 O -0.66
4 N -0.36
5 N -0.47
6 N -0.42
7 N -0.43
8 N -0.61

***

No. 7
Below is 14 unconnected molecules or ions with the total composition C4H38N2O14, with properties calculated with wB97M-V/def2-TZVPD.

Results
- 2S+1: 2
- Frontier orbital gap (spin up / spin down): 0.0667 / 0.2908 hartree
- Charge: -1

CARTESIAN COORDINATES (ANGSTROEM)
O  0.53  -4.20  1.46
O  1.42  3.10  -2.63
O  -0.59  0.36  -4.95
O  -0.96  0.87  4.02
O  -1.49  0.80  -2.39
O  -0.77  3.27  -1.03
O  -0.69  -1.67  4.06
O  0.57  4.54  1.74
O  -1.75  -3.10  2.18
O  -0.35  -1.36  -2.32
O  -3.54  0.49  0.31
O  0.88  -3.59  -1.08
O  -1.84  -1.19  -0.26
O  -2.21  2.66  1.12
N  0.28  1.22  0.69
N  2.34  -0.48  -1.01
C  1.68  1.15  1.07
C  2.29  -1.64  -0.10
C  2.18  -3.01  -0.96
C  2.61  0.78  -0.29
H  0.86  3.79  1.37
H  1.53  -0.44  -1.57
H  -1.14  0.94  4.94
H  -4.23  0.33  0.86
H  -0.34  2.67  -1.62
H  -0.99  -1.47  -1.70
H  -3.05  1.30  0.71
H  2.26  1.57  -1.07
H  -1.41  -2.20  3.60
H  -1.76  1.11  -3.14
H  -0.05  3.94  -0.75
H  0.00  -2.40  4.22
H  -1.00  -3.71  2.01
H  1.34  3.96  -3.07
H  3.63  0.76  -0.03
H  -1.92  2.50  2.05
H  -0.38  -0.33  -4.42
H  -0.70  -0.88  -3.06
H  -0.64  0.07  3.70
H  2.84  -3.76  -0.45
H  -0.31  4.41  1.82
H  -1.39  2.62  0.56
H  1.51  -1.43  0.69
H  -1.56  -0.95  0.61
H  1.94  0.54  1.93
H  3.22  -1.93  0.37
H  -2.04  0.40  -1.87
H  2.36  -2.83  -2.08
H  0.15  2.04  0.24
H  2.35  2.97  -2.76
H  0.71  -3.66  0.73
H  -2.70  -0.82  -0.28
H  0.09  0.43  0.16
H  0.18  -3.04  -1.44
H  1.93  2.13  1.56
H  0.38  -5.05  1.16
H  -2.48  -3.33  1.65
H  0.22  0.71  -5.26

natural (NBO) atomic charge list, values in e, 8 entries:
1 O -0.95
2 O -1.45
3 O -0.99
4 O -0.99
5 O -0.94
6 O -1.00
7 O -1.00
8 O -0.93

***

No. 8
Below is 2 unconnected molecules or ions with the total composition C5H12NS2, with properties calculated with wB97M-V/def2-TZVPD.

Results
- 2S+1: 1
- Frontier orbital gap: 0.2338 hartree
- Charge: +1

CARTESIAN COORDINATES (ANGSTROEM)
S  0.30  0.84  -2.26
S  1.02  2.60  -1.49
N  -1.74  -1.28  1.42
C  0.61  2.51  0.28
C  -2.71  -0.46  1.53
C  1.80  -0.20  -2.28
C  0.38  -2.01  0.65
C  -0.52  -1.04  0.71
H  2.27  -0.15  -1.30
H  2.48  0.16  -3.04
H  1.28  -1.87  0.07
H  1.20  1.74  0.77
H  -2.63  0.51  1.06
H  -1.84  -2.20  1.84
H  0.90  3.48  0.66
H  -0.46  2.37  0.40
H  0.24  -2.96  1.15
H  -3.58  -0.76  2.09
H  1.48  -1.21  -2.50
H  -0.48  -0.08  0.21

natural (NBO) atomic charge list, values in e, 8 entries:
1 S 0.06
2 S 0.12
3 N -0.39
4 C -0.75
5 C 0.12
6 C -0.74
7 C -0.29
8 C -0.09

***

No. 9
Below is a gas-phase ion, C2H6N3O2 (charge +1), with properties calculated with wB97M-V/def2-TZVPD.

Results
- 2S+1: 1
- Frontier orbital gap: 0.4103 hartree
- Charge: +1
- SMILES: [NH2+]=C1NOCON1

CARTESIAN COORDINATES (ANGSTROEM)
O  0.92  1.10  -0.86
O  1.07  -1.16  -0.84
N  -1.28  0.07  1.59
N  0.19  -1.21  0.23
N  0.07  1.13  0.18
C  -0.28  -0.02  0.67
C  0.87  -0.08  -1.68
H  -1.37  -0.59  2.30
H  -0.06  -0.11  -2.32
H  -1.65  1.02  1.87
H  1.86  -0.08  -2.25
H  -0.25  -2.17  0.47
H  -0.11  2.09  0.64

natural (NBO) atomic charge list, values in e, 8 entries:
1 O -0.34
2 O -0.32
3 N -0.77
4 N -0.29
5 N -0.26
6 C 0.59
7 C 0.17
8 H 0.42

***

No. 10
Below is a molecular structure, C4H16AsBBaF4N5O9P2, with properties calculated with wB97M-V/def2-TZVPD.

Results
- 2S+1: 1
- Frontier orbital gap: 0.3317 hartree
- Charge: -1

CARTESIAN COORDINATES (ANGSTROEM)
Ba  -1.10  0.27  0.66
As  1.94  0.86  2.26
P  -3.34  0.91  3.03
P  -3.55  2.52  0.63
F  0.06  0.33  -1.97
F  -1.47  -0.73  -3.36
F  0.69  -1.50  -3.26
F  -0.69  -1.70  -1.40
O  1.38  -3.73  0.24
O  -4.08  0.70  4.27
O  -1.97  2.90  0.93
O  -4.03  2.11  2.14
O  -3.44  1.24  -0.17
O  -4.30  3.69  0.17
O  0.53  -1.99  1.18
O  -1.83  1.17  3.03
O  -3.48  -0.36  1.99
N  3.33  -1.06  -2.07
N  2.68  -3.26  -1.97
N  2.08  -1.64  -0.29
N  3.15  0.30  -1.81
N  1.30  -2.51  0.38
C  1.78  2.53  3.26
C  3.88  0.90  1.96
C  2.65  -2.03  -1.42
C  1.86  -0.35  3.79
B  -0.37  -0.92  -2.57
H  4.41  1.07  2.90
H  2.56  -0.04  4.57
H  -3.79  -0.03  1.11
H  2.11  -3.94  -1.50
H  3.71  -1.27  -2.98
H  3.39  0.47  -0.84
H  2.08  -1.37  3.48
H  0.80  2.54  3.73
H  -1.77  2.63  1.85
H  4.21  -0.04  1.53
H  0.84  -0.32  4.18
H  1.84  3.38  2.58
H  4.12  1.71  1.28
H  2.64  -3.27  -2.98
H  2.15  0.52  -1.91
H  2.55  2.62  4.02

natural (NBO) atomic charge list, values in e, 8 entries:
1 Ba 1.86
2 As 0.84
3 P 2.53
4 P 2.53
5 F -0.61
6 F -0.54
7 F -0.57
8 F -0.60

***

No. 11
Below is a single C4H9NO molecule, with properties calculated with wB97M-V/def2-TZVPD.

Results
- 2S+1: 1
- Frontier orbital gap: 0.3981 hartree
- SMILES: C[C@@H](O)[C@H]1CN1

CARTESIAN COORDINATES (ANGSTROEM)
O  -0.59  0.61  1.58
N  1.42  -0.82  0.64
C  -0.63  0.57  0.17
C  1.91  0.17  -0.33
C  -1.99  0.06  -0.30
C  0.51  -0.30  -0.38
H  1.75  -1.75  0.42
H  2.60  -0.16  -1.10
H  -2.14  -0.98  0.00
H  -2.07  0.14  -1.39
H  -2.78  0.67  0.15
H  2.12  1.15  0.09
H  0.24  -0.97  -1.19
H  -0.50  1.59  -0.21
H  0.16  0.04  1.84

natural (NBO) atomic charge list, values in e, 8 entries:
1 O -0.73
2 N -0.62
3 C 0.09
4 C -0.25
5 C -0.62
6 C -0.11
7 H 0.37
8 H 0.20

***

No. 12
Below is a molecular structure, C18H25N5O3, with properties calculated with wB97M-V/def2-TZVPD.

Results
- 2S+1: 1
- Frontier orbital gap: 0.3307 hartree

CARTESIAN COORDINATES (ANGSTROEM)
O  0.12  1.37  -1.24
O  -5.61  -0.99  -0.83
O  -6.34  0.40  0.36
N  5.54  1.85  0.38
N  6.41  0.08  1.09
N  4.79  -1.83  0.52
N  4.67  0.77  0.20
N  -1.17  0.22  0.28
C  3.18  1.76  -1.36
C  -3.32  1.27  0.09
C  0.50  -0.96  -0.53
C  3.72  -1.58  -0.24
C  -7.52  0.45  -0.06
C  -5.44  -0.22  0.00
C  -4.08  0.17  0.51
C  -3.19  -1.04  0.45
C  6.43  1.28  1.27
C  -1.86  -0.63  1.00
C  3.07  -3.16  -0.25
C  -8.34  -0.77  0.57
C  -2.12  1.72  0.61
C  1.89  -0.70  -1.66
C  3.62  0.61  -0.80
C  5.41  -0.43  0.65
C  -0.15  0.48  -0.45
C  3.04  -0.58  -0.71
H  -1.61  2.46  -0.09
H  -8.13  1.34  0.19
H  -0.17  -1.72  -0.98
H  -1.69  -0.51  2.15
H  2.16  2.03  -1.38
H  -3.44  1.20  -0.89
H  3.78  2.92  -0.85
H  3.75  -3.83  0.08
H  -1.02  -1.70  1.08
H  3.39  1.80  -2.40
H  -9.38  -0.75  0.03
H  -2.14  1.72  1.61
H  7.30  1.88  1.52
H  -3.02  -1.42  -0.51
H  -4.12  0.26  1.72
H  -7.84  -1.58  0.08
H  3.21  -3.46  -1.34
H  -8.58  -0.66  1.62
H  1.84  -1.65  -2.19
H  -7.42  0.48  -1.17
H  -3.62  -1.70  1.13
H  1.61  0.07  -1.98
H  -4.11  2.19  0.08
H  2.14  -3.09  -0.06
H  0.93  -1.43  0.38

natural (NBO) atomic charge list, values in e, 8 entries:
1 O -0.66
2 O -0.62
3 O -0.45
4 N -0.29
5 N -0.53
6 N -0.41
7 N -0.23
8 N -0.46

***

> Which value of 2S+1 does entry 10 give?

1